Computed, not measured: C22H42Cl3CoN2O4Si as an isolated structure in a non-equilibrium geometry, with the ωB97M-V functional and the def2-TZVPD basis.

Properties
spin multiplicity: 4
net charge: -1
relative energy (zero: lowest compared OMol25 entry of this formula, charge and spin): 0.3361 eV
gap between HOMO and LUMO (alpha / beta): 7.83 / 7.61 eV
HOMO (alpha / beta): -5.10 / -4.89 eV
LUMO (alpha / beta): 2.72 / 2.72 eV

Last column: Löwdin charge in e.
Element x y z (Å)
Co1 -0.80 0.99 -0.81  -0.148
Cl1 -0.53 1.21 -3.02  0.410
Cl2 -2.83 1.51 -0.34  0.011
Cl3 0.92 2.32 -0.34  0.188
Si1 -0.39 3.43 -3.00  0.262
O1 2.55 -0.03 1.15  -0.033
O2 0.71 -1.18 2.99  -0.101
O3 -0.34 -0.88 -0.72  -0.311
O4 -0.71 1.71 2.54  -0.032
N1 -0.33 3.95 2.32  -0.204
N2 2.70 -1.67 -0.46  -0.194
C1 1.41 3.89 -3.06  -0.255
C2 2.73 -1.20 0.82  -0.329
C3 -1.18 -2.73 0.53  -0.173
C4 2.63 -0.77 -1.59  -0.060
C5 -1.28 -1.88 -0.72  -0.422
C6 -0.48 -3.92 -1.94  -0.133
C7 1.09 3.85 2.64  -0.080
C8 -1.60 -2.11 -3.24  -0.062
C9 0.58 0.19 5.01  -0.095
C10 -0.91 5.28 2.30  -0.074
C11 0.07 -3.10 1.02  -0.068
C12 -2.34 -3.21 1.15  -0.028
C13 -1.10 -2.73 -1.98  -0.224
C14 -0.13 -0.72 4.03  -0.328
C15 -1.12 2.86 2.39  -0.356
C16 -0.19 -4.74 -3.15  -0.121
C17 -0.97 -4.63 2.57  -0.113
C18 -1.35 4.25 -1.61  -0.268
C19 -2.23 -4.19 2.13  -0.102
C20 0.18 -4.06 2.03  -0.088
C21 2.99 -3.06 -0.78  -0.060
C22 -1.32 3.87 -4.59  -0.230
H1 -1.24 5.34 -1.71  0.036
H2 1.17 -4.32 2.39  0.098
H3 1.66 4.33 -4.03  0.024
H4 -2.29 -1.44 -0.75  0.106
H5 3.53 -0.88 -2.20  0.083
H6 3.31 -3.59 0.12  0.087
H7 -0.53 -1.61 4.54  0.110
H8 -0.87 -1.41 -3.67  0.044
H9 1.51 -0.26 5.37  0.070
H10 -0.95 -0.17 3.56  0.090
H11 -1.05 -5.35 -3.45  0.075
H12 1.25 3.83 3.73  0.088
H13 2.94 -2.00 1.57  0.139
H14 -0.18 5.99 1.89  0.081
H15 2.07 3.03 -2.89  0.009
H16 -3.13 -4.62 2.56  0.087
H17 -1.82 5.28 1.68  0.083
H18 1.00 -0.41 2.47  0.063
H19 -0.06 0.38 5.87  0.064
H20 -0.99 3.97 -0.62  -0.044
H21 -3.30 -2.82 0.80  0.113
H22 -1.51 4.95 -4.61  0.028
H23 -2.42 3.99 -1.66  0.005
H24 1.59 4.74 2.24  0.078
H25 0.94 -2.66 0.54  0.079
H26 1.76 -1.02 -2.21  0.078
H27 3.79 -3.10 -1.54  0.083
H28 2.52 0.26 -1.23  0.042
H29 -2.20 3.09 2.27  0.124
H30 0.64 -5.43 -2.93  0.063
H31 -0.19 -4.38 -0.99  0.098
H32 -0.77 3.60 -5.51  0.024
H33 -2.53 -1.55 -3.03  0.086
H34 -1.19 5.61 3.32  0.083
H35 2.11 -3.56 -1.20  0.073
H36 -2.29 3.36 -4.63  0.028
H37 1.62 4.64 -2.29  0.027
H38 0.11 -4.12 -4.01  0.070
H39 0.81 1.14 4.53  0.052
H40 -1.81 -2.88 -4.00  0.068
H41 -0.89 -5.41 3.33  0.088
H42 1.50 2.95 2.18  0.039



Computed, not measured: C22H42Cl3CoN4O4Si as an isolated structure in a non-equilibrium geometry, with the ωB97M-V functional and the def2-TZVPD basis.

Properties
spin multiplicity: 4
net charge: -1
relative energy (zero: lowest compared OMol25 entry of this formula, charge and spin): 1.1390 eV
gap between HOMO and LUMO (alpha / beta): 6.64 / 6.65 eV
HOMO (alpha / beta): -4.27 / -4.28 eV
LUMO (alpha / beta): 2.37 / 2.37 eV

Last column: Löwdin charge in e.
Element x y z (Å)
Co1 0.44 0.45 -1.08  0.031
Cl1 1.54 -3.85 -1.06  -0.299
Cl2 0.51 2.49 -0.46  -0.054
Cl3 2.18 -0.38 -2.02  -0.018
Si1 -0.46 1.06 -5.94  0.411
O1 -0.89 -0.98 -1.04  -0.168
O2 0.67 -0.53 1.10  -0.040
O3 0.71 0.42 -6.95  -0.172
O4 -2.24 1.21 1.20  -0.008
N1 2.57 0.34 1.95  0.170
N2 1.57 -1.36 3.09  0.001
N3 -1.23 -3.15 -1.69  -0.211
N4 -2.30 1.18 3.48  -0.191
C1 2.28 -0.64 -8.40  -0.229
C2 2.19 -1.00 -9.69  -0.109
C3 -1.10 -4.60 -1.53  -0.194
C4 -0.85 -2.22 -0.77  -0.320
C5 -1.59 1.24 4.75  -0.063
C6 -3.69 0.75 3.48  -0.058
C7 -0.11 2.30 -10.84  -0.084
C8 2.94 -1.46 -7.33  -0.031
C9 2.21 2.69 -9.32  -0.032
C10 0.14 1.47 -9.75  -0.046
C11 -2.11 0.52 -6.65  -0.164
C12 2.72 -2.27 -10.25  -0.110
C13 1.97 3.49 -10.43  -0.087
C14 0.66 -2.45 3.37  -0.077
C15 -0.13 0.48 -4.23  -0.190
C16 -1.68 1.34 2.28  -0.339
C17 0.82 3.28 -11.20  -0.101
C18 1.73 0.70 -7.90  -0.289
C19 -0.32 2.93 -6.15  -0.156
C20 -1.25 -2.67 -3.06  -0.072
C21 1.55 -0.56 1.97  -0.577
C22 1.32 1.65 -9.01  -0.193
H1 -0.40 3.26 -7.20  0.026
H2 -2.93 0.96 -6.07  0.030
H3 -0.22 -2.48 -3.41  0.085
H4 0.66 3.27 -5.77  0.036
H5 -0.33 -2.09 3.67  0.077
H6 -3.88 0.07 4.31  0.075
H7 -4.40 1.59 3.58  0.089
H8 3.99 -1.14 -7.18  0.096
H9 2.25 -2.40 -11.23  0.066
H10 2.42 -1.36 -6.37  0.091
H11 -1.81 -1.74 -3.11  0.080
H12 -2.26 0.82 -7.70  0.019
H13 -2.23 -0.57 -6.61  0.030
H14 -2.06 0.52 5.44  0.076
H15 -0.08 -0.61 -4.20  0.008
H16 2.71 4.25 -10.69  0.098
H17 3.80 -2.26 -10.41  0.080
H18 2.60 1.14 -7.38  0.147
H19 -0.55 0.66 -9.46  0.124
H20 1.69 -0.35 -10.41  0.097
H21 1.09 -3.04 4.20  0.083
H22 2.96 -2.51 -7.64  0.071
H23 -0.61 1.56 2.38  0.115
H24 -1.93 -5.11 -2.04  0.070
H25 -1.60 2.24 5.23  0.085
H26 3.09 2.79 -8.68  0.118
H27 -1.10 3.45 -5.58  0.031
H28 -3.90 0.26 2.54  0.082
H29 -0.92 0.81 -3.54  0.045
H30 0.66 3.87 -12.10  0.093
H31 -0.47 -2.56 0.21  0.095
H32 2.57 1.10 1.29  0.080
H33 -1.70 -3.45 -3.69  0.087
H34 2.43 -1.24 3.61  0.125
H35 3.30 0.34 2.65  0.092
H36 -1.10 -4.88 -0.48  0.066
H37 0.54 -3.11 2.49  0.082
H38 -1.03 2.16 -11.41  0.099
H39 -0.16 -4.98 -1.97  -0.018
H40 -0.54 0.97 4.60  0.077
H41 0.83 0.86 -3.87  -0.014
H42 2.49 -3.14 -9.63  0.071



Computed, not measured: C22H42Cl3EuN2O4SSi as an isolated structure in a non-equilibrium geometry, with the ωB97M-V functional and the def2-TZVPD basis.

Properties
spin multiplicity: 7
gap between HOMO and LUMO (alpha / beta): 7.71 / 8.01 eV
HOMO (alpha / beta): -8.01 / -8.03 eV
LUMO (alpha / beta): -0.29 / -0.02 eV

Last column: Löwdin charge in e.
Element x y z (Å)
Eu1 0.23 -0.40 0.99  1.519
Cl1 2.72 0.54 1.36  -0.195
Cl2 0.30 -2.85 -0.07  -0.143
Cl3 0.70 -7.28 -1.96  0.303
S1 0.24 -0.23 4.43  0.885
Si1 0.46 -7.33 0.09  0.070
O1 0.11 0.86 -0.88  -0.391
O2 -2.22 -0.09 0.75  -0.164
O3 -0.38 1.97 1.99  -0.151
O4 -0.20 -0.94 3.15  -0.722
N1 -2.75 0.22 -1.46  -0.174
N2 0.18 4.19 2.14  -0.169
C1 1.54 -5.98 0.78  -0.244
C2 0.46 0.88 -5.40  -0.104
C3 2.35 4.98 -1.67  -0.088
C4 0.29 -1.63 5.55  -0.238
C5 1.14 2.88 -1.56  -0.187
C6 -1.37 -7.06 0.41  -0.220
C7 2.35 3.58 -1.65  -0.027
C8 1.20 5.23 2.08  -0.036
C9 -1.23 0.67 4.92  -0.232
C10 1.02 -9.02 0.69  -0.225
C11 1.15 5.68 -1.55  -0.120
C12 -0.06 3.58 -1.41  -0.047
C13 -0.06 4.98 -1.40  -0.094
C14 1.14 0.70 -2.97  -0.231
C15 -2.70 0.62 -0.18  -0.299
C16 -2.27 -1.08 -1.90  -0.040
C17 0.64 1.39 -4.01  -0.124
C18 1.56 -0.74 -3.00  -0.051
C19 0.44 2.90 1.85  -0.329
C20 1.17 1.35 -1.59  -0.468
C21 -3.19 1.13 -2.50  -0.040
C22 -1.15 4.60 2.58  -0.031
H1 -1.24 1.59 4.33  0.039
H2 -3.58 2.05 -2.04  0.087
H3 1.15 6.77 -1.56  0.098
H4 1.36 5.65 3.08  0.092
H5 0.68 -0.19 -5.50  0.060
H6 -2.35 1.38 -3.17  0.091
H7 -1.58 5.33 1.88  0.092
H8 -3.09 -1.61 -2.40  0.097
H9 -1.96 -7.86 -0.06  0.029
H10 1.46 -5.92 1.87  0.033
H11 3.30 5.52 -1.76  0.100
H12 2.07 -9.20 0.43  0.029
H13 -1.90 -1.67 -1.05  0.018
H14 2.65 -0.85 -2.90  0.094
H15 2.10 1.03 -1.10  0.062
H16 1.27 -1.22 -3.94  0.064
H17 -0.67 -2.16 5.49  0.070
H18 -1.68 -6.10 -0.01  0.028
H19 0.42 -9.82 0.24  0.027
H20 3.27 3.01 -1.70  0.122
H21 0.34 2.43 -3.86  0.104
H22 -1.81 3.73 2.66  0.082
H23 -1.46 -0.93 -2.62  0.092
H24 -0.58 1.04 -5.71  0.068
H25 1.22 -5.01 0.37  -0.095
H26 -3.98 0.66 -3.10  0.094
H27 -1.00 5.51 -1.28  0.097
H28 2.59 -6.14 0.50  0.034
H29 -1.08 5.10 3.56  0.090
H30 1.08 1.42 -6.13  0.076
H31 2.14 4.80 1.70  0.098
H32 1.46 2.71 1.48  0.061
H33 -1.14 0.90 5.99  0.061
H34 -1.58 -7.06 1.49  0.030
H35 0.92 -9.10 1.79  0.030
H36 0.87 6.04 1.41  0.085
H37 1.10 -1.30 -2.17  0.011
H38 -0.98 3.01 -1.28  0.103
H39 -3.07 1.65 -0.02  0.145
H40 1.10 -2.28 5.19  0.070
H41 -2.12 0.06 4.71  0.077
H42 0.51 -1.29 6.56  0.058



Computed, not measured: C22H42Cl3FeN2O4SSi as an isolated structure in a non-equilibrium geometry, with the ωB97M-V functional and the def2-TZVPD basis.

Properties
spin multiplicity: 6
relative energy (zero: lowest compared OMol25 entry of this formula, charge and spin): 2.5718 eV
gap between HOMO and LUMO (alpha / beta): 6.97 / 3.24 eV
HOMO (alpha / beta): -7.09 / -7.03 eV
LUMO (alpha / beta): -0.11 / -3.79 eV

Last column: Löwdin charge in e.
Element x y z (Å)
Fe1 -2.76 3.10 -4.24  -0.191
Cl1 -4.77 3.41 -4.69  -0.070
Cl2 -1.42 4.12 -5.73  -0.147
Cl3 -1.86 2.39 -2.20  0.356
S1 2.86 -0.85 1.40  0.862
Si1 -0.68 0.30 -2.54  0.306
O1 3.11 -2.07 0.56  -0.544
O2 0.43 -1.15 -2.21  -0.138
O3 -0.91 -2.64 -0.36  0.006
O4 -0.38 0.63 -0.50  -0.014
N1 2.40 -2.22 -2.21  -0.125
N2 -1.85 -2.04 1.67  -0.229
C1 -1.63 2.15 1.07  -0.246
C2 1.99 2.12 3.61  -0.083
C3 -3.75 1.67 2.38  -0.071
C4 1.76 0.97 4.36  -0.099
C5 0.55 1.31 1.83  -0.182
C6 0.70 1.27 -3.54  -0.206
C7 -1.97 3.61 0.90  -0.077
C8 1.35 2.32 2.38  -0.043
C9 1.74 -1.09 -2.18  -0.198
C10 -1.96 -2.70 2.98  -0.054
C11 -3.13 -1.74 1.01  -0.055
C12 3.29 0.55 0.34  -0.210
C13 -2.02 -1.06 -2.50  -0.193
C14 0.96 -0.04 3.81  -0.100
C15 -1.71 0.58 -4.39  -0.316
C16 -0.30 1.62 0.50  -0.282
C17 3.88 -2.34 -2.13  -0.020
C18 4.15 -0.80 2.65  -0.233
C19 -0.84 -2.52 0.85  -0.289
C20 0.37 0.14 2.56  -0.116
C21 1.61 -3.44 -2.08  -0.004
C22 -2.42 1.30 1.75  -0.096
H1 3.76 -1.28 3.56  0.054
H2 2.35 0.93 -0.08  0.036
H3 -2.98 3.81 0.48  0.096
H4 0.75 -0.96 4.38  0.110
H5 -2.58 -2.07 3.64  0.091
H6 -3.50 -2.60 0.39  0.114
H7 2.28 -0.15 -2.29  0.133
H8 3.98 0.18 -0.44  0.054
H9 -4.61 1.50 1.68  0.096
H10 -1.28 4.14 0.24  0.066
H11 -2.11 0.24 1.85  0.082
H12 2.31 -4.22 -1.80  0.093
H13 0.34 1.92 -4.36  0.018
H14 -3.01 -0.72 -2.94  0.040
H15 5.03 -1.34 2.28  0.064
H16 4.13 -2.95 -1.24  0.082
H17 -2.76 0.23 -4.41  0.005
H18 2.60 2.94 4.02  0.112
H19 1.47 3.26 1.84  0.122
H20 3.77 1.31 0.97  0.058
H21 -0.96 -2.77 3.41  0.078
H22 -3.80 2.73 2.75  0.084
H23 -2.23 -1.56 -1.50  -0.001
H24 -1.94 4.14 1.87  0.091
H25 -2.40 -3.71 2.91  0.101
H26 1.58 0.77 -4.03  0.044
H27 -1.58 -1.86 -3.18  0.076
H28 4.27 -2.80 -3.05  0.099
H29 0.24 2.43 -0.02  0.150
H30 -1.09 0.00 -5.12  0.042
H31 -3.96 1.03 3.26  0.074
H32 1.15 2.04 -2.91  0.010
H33 4.37 -1.37 -2.04  0.080
H34 2.19 0.86 5.35  0.110
H35 -3.87 -1.49 1.79  0.090
H36 1.13 -3.66 -3.05  0.115
H37 -2.99 -0.85 0.34  0.085
H38 -0.27 -0.64 2.16  0.071
H39 4.39 0.23 2.89  0.050
H40 0.08 -2.78 1.42  0.143
H41 0.76 -3.35 -1.36  0.082
H42 -1.80 1.63 -4.79  -0.101



Computed, not measured: C22H42Cl3HgN2O3SSi as an isolated structure in a non-equilibrium geometry, with the ωB97M-V functional and the def2-TZVPD basis.

Properties
net charge: -1
gap between HOMO and LUMO: 5.86 eV
HOMO: -3.41 eV
LUMO: 2.45 eV

Last column: Löwdin charge in e.
Element x y z (Å)
Hg1 -0.03 0.14 1.08  0.573
Cl1 -0.31 1.35 -0.88  -0.060
Cl2 -2.28 0.28 1.63  -0.082
Cl3 -0.68 3.57 -6.20  0.258
S1 0.32 -1.08 3.18  0.728
Si1 -0.43 4.98 -4.66  0.116
O1 0.35 1.94 2.09  -0.198
O2 2.07 0.04 0.81  -0.172
O3 -0.05 -1.56 0.29  -0.475
N1 -0.14 4.12 2.44  -0.176
N2 2.76 -1.61 -0.61  -0.174
C1 -1.11 -3.56 1.12  -0.188
C2 -1.48 -1.92 -2.33  -0.050
C3 -1.04 -2.95 -1.34  -0.229
C4 -1.01 5.25 2.16  -0.049
C5 -1.11 -2.45 0.09  -0.410
C6 -1.48 4.43 -3.22  -0.213
C7 -0.36 2.93 1.88  -0.346
C8 -1.10 -5.65 2.99  -0.117
C9 0.09 -5.03 2.63  -0.104
C10 -0.40 -4.77 -2.99  -0.108
C11 -0.99 6.63 -5.33  -0.226
C12 -0.54 0.03 4.36  -0.420
C13 -2.29 -4.18 1.50  -0.026
C14 0.99 4.35 3.32  -0.034
C15 2.27 -0.97 -1.82  -0.034
C16 3.22 -2.98 -0.75  -0.051
C17 1.39 5.00 -4.22  -0.215
C18 -0.58 -4.17 -1.64  -0.129
C19 -2.30 -5.21 2.43  -0.099
C20 2.57 -1.07 0.59  -0.344
C21 0.08 -3.99 1.71  -0.076
C22 1.01 -2.05 4.57  -0.409
H1 -0.88 7.41 -4.57  0.028
H2 -2.57 -1.81 -2.30  0.089
H3 -0.40 6.93 -6.20  0.023
H4 -3.22 -3.84 1.06  0.117
H5 0.62 -5.12 -3.14  0.061
H6 -1.07 -0.95 -2.07  0.022
H7 0.64 4.66 4.30  0.088
H8 0.16 0.44 5.11  0.038
H9 -1.23 2.88 1.22  0.075
H10 -2.03 6.60 -5.63  0.025
H11 1.72 4.02 -3.88  0.034
H12 2.94 -1.70 1.41  0.133
H13 -1.18 3.44 -2.87  -0.012
H14 -0.64 -4.09 -3.80  0.053
H15 -3.23 -5.68 2.71  0.090
H16 -2.53 4.37 -3.50  0.029
H17 -1.20 -2.16 -3.36  0.060
H18 -1.41 -0.49 4.81  0.046
H19 1.47 -1.57 -2.24  0.084
H20 3.08 -0.88 -2.54  0.085
H21 -1.10 -6.46 3.70  0.087
H22 -2.07 -1.92 0.20  0.085
H23 3.58 -3.35 0.20  0.082
H24 -0.94 0.92 3.84  -0.028
H25 2.00 5.28 -5.07  0.023
H26 1.02 -5.35 3.07  0.093
H27 -1.46 5.62 3.08  0.086
H28 1.56 3.43 3.40  0.088
H29 1.87 0.01 -1.57  0.026
H30 1.63 5.13 2.91  0.088
H31 0.99 -3.48 1.44  0.095
H32 0.19 -2.55 5.13  0.040
H33 -1.04 -5.65 -3.11  0.066
H34 4.03 -3.03 -1.48  0.082
H35 -0.31 -4.82 -0.82  0.098
H36 -1.80 4.94 1.49  0.090
H37 -1.39 5.13 -2.39  0.029
H38 1.58 5.72 -3.42  0.030
H39 1.65 -1.42 5.22  0.031
H40 -0.45 6.06 1.70  0.085
H41 2.40 -3.61 -1.08  0.082
H42 1.63 -2.86 4.14  0.018



Computed, not measured: C22H42Cl3LaN2O4SSi as an isolated structure in a non-equilibrium geometry, with the ωB97M-V functional and the def2-TZVPD basis.

Properties
relative energy (zero: lowest compared OMol25 entry of this formula, charge and spin): 3.6593 eV
gap between HOMO and LUMO: 7.87 eV
HOMO: -7.74 eV
LUMO: 0.13 eV

Last column: Löwdin charge in e.
Element x y z (Å)
La1 -2.12 1.82 1.56  1.256
Cl1 -1.79 -1.10 1.60  -0.191
Cl2 -1.60 1.21 -0.64  0.034
Cl3 -3.81 3.29 -0.04  -0.386
S1 -4.17 0.12 3.96  0.873
Si1 -1.87 -1.28 -3.01  0.330
O1 -0.40 -0.95 -2.39  -0.205
O2 0.01 3.04 1.01  -0.215
O3 -4.00 1.13 2.82  -0.792
O4 -1.07 1.16 3.97  -0.189
N1 1.55 3.01 -0.73  -0.168
N2 0.81 -0.10 4.22  -0.154
C1 1.17 3.01 0.57  -0.309
C2 1.91 -1.33 -3.31  -0.201
C3 1.96 0.04 -0.36  -0.061
C4 1.37 -1.38 4.62  -0.051
C5 2.42 -2.09 1.31  -0.086
C6 -2.84 0.34 -3.52  -0.197
C7 2.95 3.28 -1.06  -0.036
C8 1.62 1.11 4.31  -0.031
C9 0.89 -1.56 -2.18  -0.223
C10 1.61 -2.24 0.17  -0.031
C11 4.18 -0.69 -4.19  -0.113
C12 1.68 -2.01 -4.65  -0.059
C13 0.65 2.84 -1.88  -0.066
C14 3.11 -0.88 1.55  -0.100
C15 -3.76 1.06 5.44  -0.242
C16 -5.97 0.10 3.97  -0.231
C17 2.76 0.22 0.78  -0.085
C18 1.46 -1.19 -0.75  -0.143
C19 -1.66 -2.12 -4.59  -0.161
C20 -3.08 -2.12 -1.90  -0.165
C21 -0.53 0.05 4.09  -0.399
C22 3.15 -0.87 -3.10  -0.110
H1 1.03 -1.65 5.64  0.094
H2 -0.66 -1.78 -4.90  0.001
H3 2.66 0.84 4.56  0.091
H4 1.40 -1.25 -5.39  0.095
H5 -2.31 0.89 -4.30  0.016
H6 2.04 3.00 1.25  0.126
H7 4.48 -1.66 -4.64  0.075
H8 0.97 3.52 -2.67  0.091
H9 -4.09 -1.90 -2.25  0.036
H10 3.61 -0.80 -2.09  0.111
H11 5.11 -0.26 -3.77  0.067
H12 -0.39 3.02 -1.59  0.035
H13 0.66 1.82 -2.31  0.080
H14 2.50 -2.93 2.01  0.103
H15 -4.30 2.01 5.45  0.073
H16 1.02 -2.18 3.94  0.087
H17 1.76 0.86 -1.02  0.068
H18 -2.94 -3.19 -2.02  0.022
H19 -1.09 -0.90 4.06  0.082
H20 -2.42 -1.77 -5.29  0.042
H21 -3.06 -1.91 -0.83  -0.016
H22 0.77 -2.65 -2.10  0.139
H23 2.61 -2.45 -5.04  0.073
H24 3.10 1.20 1.06  0.081
H25 1.16 -3.20 -0.04  0.114
H26 -6.26 -0.70 3.27  0.064
H27 3.40 3.73 -0.19  0.083
H28 3.52 2.39 -1.30  0.087
H29 -6.30 -0.16 4.97  0.051
H30 -4.01 0.46 6.32  0.060
H31 -6.38 1.06 3.62  0.076
H32 2.46 -1.37 4.61  0.084
H33 1.23 1.78 5.08  0.094
H34 1.63 1.65 3.36  0.074
H35 -1.62 -3.23 -4.52  0.052
H36 3.00 3.96 -1.90  0.089
H37 -3.79 0.07 -3.99  0.023
H38 3.87 -0.82 2.33  0.101
H39 0.94 -2.82 -4.61  0.072
H40 -2.67 1.25 5.44  0.033
H41 3.91 -0.02 -5.04  0.087
H42 -3.15 1.12 -2.80  -0.012